Below is a structure of composition C20H36AsCrN4O7P2S5, with properties calculated with ωB97M-V with the def2-TZVPD basis set.

Last column: Löwdin spin population.
Geometry (Å):
Cr: -0.4441 -0.7867 1.1067  2.9537
S: -2.2121 -4.6610 1.9985  0.0150
As: -2.0186 -2.7503 2.8501  0.0137
S: -2.6863 -1.1201 1.4817  -0.0091
S: 0.1189 -2.0436 2.9576  -0.0039
S: -2.9250 -2.5306 4.7500  0.0145
C: -3.5932 -0.1703 -2.0740  0.0004
C: -3.3404 -1.6236 -2.4514  0.0003
C: -4.5086 -2.5001 -2.0233  0.0003
C: -3.0619 -1.7556 -3.9444  0.0000
O: -2.2213 -2.1699 -1.7232  0.0010
P: -0.8369 -1.5275 -1.3429  0.0039
O: -0.9105 -0.0918 -0.8697  0.0193
O: -0.2153 -2.3705 -0.2515  0.0079
O: 0.0278 -1.5479 -2.6799  0.0000
C: 0.8298 -2.6657 -3.1358  -0.0001
C: 0.0780 -3.9817 -2.9844  -0.0001
C: 1.0995 -2.3539 -4.6004  0.0000
C: 2.1311 -2.6855 -2.3402  0.0003
H: -4.5239 0.1534 -2.5449  0.0001
H: -2.7804 0.4775 -2.4017  0.0000
H: -3.6895 -0.0768 -0.9925  0.0003
H: -5.3779 -2.3077 -2.6560  0.0000
H: -4.7621 -2.3018 -0.9819  0.0001
H: -4.2278 -3.5503 -2.1019  0.0000
H: -3.8832 -1.3179 -4.5145  0.0000
H: -2.9645 -2.8068 -4.2227  0.0000
H: -2.1387 -1.2367 -4.2056  0.0000
H: -0.8372 -3.9733 -3.5777  0.0000
H: -0.1842 -4.1707 -1.9426  0.0000
H: 0.7170 -4.7946 -3.3342  0.0000
H: 0.1602 -2.3138 -5.1544  0.0000
H: 1.7355 -3.1246 -5.0381  0.0000
H: 1.5976 -1.3882 -4.6911  0.0000
H: 1.9595 -3.0682 -1.3336  0.0002
H: 2.5503 -1.6785 -2.2844  0.0000
H: 2.8579 -3.3321 -2.8355  0.0000
C: 0.6031 3.6945 3.7829  -0.0003
N: 0.8852 2.4500 4.4939  -0.0017
C: -0.2024 2.1898 5.4388  -0.0001
N: -1.5283 2.1730 4.8304  0.0000
C: -1.7305 3.4245 4.1126  -0.0001
N: -0.6991 3.7252 3.1184  -0.0027
C: -0.7434 2.7715 2.0045  -0.0041
P: -0.4871 1.0217 2.5687  -0.0135
C: 1.0453 1.3311 3.5629  -0.0023
C: -1.7095 1.0117 3.9528  0.0022
H: 1.3836 3.8631 3.0385  0.0000
H: 0.6283 4.5114 4.5089  -0.0001
H: -0.1841 2.9821 6.1926  -0.0001
H: -0.0277 1.2299 5.9270  0.0000
H: -1.7354 4.2400 4.8415  -0.0001
H: -2.7015 3.3925 3.6143  0.0000
H: 0.0299 3.0267 1.2754  -0.0001
H: -1.7086 2.8437 1.4973  0.0000
H: 1.8802 1.5354 2.8860  -0.0001
H: 1.2691 0.4169 4.1150  0.0008
H: -1.6097 0.0766 4.5108  0.0004
H: -2.7133 1.0107 3.5282  0.0011
N: 1.7650 -0.5765 0.6599  -0.0014
C: 2.5183 0.4592 -0.0252  0.0004
C: 3.9076 0.4318 0.0009  -0.0005
C: 4.6395 1.4155 -0.6482  0.0000
C: 3.9846 2.4310 -1.3309  -0.0001
C: 2.5972 2.4531 -1.3593  0.0001
C: 1.8608 1.4736 -0.7047  0.0006
S: 4.9330 3.7304 -2.1387  0.0000
O: 4.1602 4.0542 -3.3287  0.0000
O: 4.9737 4.7972 -1.1471  0.0000
O: 6.2274 3.1180 -2.4065  0.0000
H: 1.6438 -1.3870 0.0479  0.0017
H: 2.3084 -0.9198 1.4473  0.0013
H: 4.4138 -0.3683 0.5322  0.0000
H: 5.7212 1.4067 -0.6495  0.0000
H: 2.1031 3.2405 -1.9134  0.0000
H: 0.7791 1.4658 -0.7475  0.0005

The charge is -2. Its energy is -7483.71525 hartree. As for the multiplicity: 4. For the LUMO energy (spin up / spin down), the calculation gives 3.9 / 3.9 eV. The value obtained for the orbital gap (spin up / spin down) is 6.27 / 6.27 eV.

=====

Below is the molecule C31H42N4O3, with properties calculated with ωB97M-V with the def2-TZVPD basis set.

Last column: natural (NBO) charge in e.
Geometry (Å):
C: 1.1100 0.7968 2.3715  -0.6190
C: 1.2897 1.5158 1.0335  -0.0449
C: 2.2963 0.7825 0.1344  -0.2112
N: 1.9880 -0.6201 -0.0231  -0.4521
C: 0.9795 -1.1024 -0.7855  0.6164
N: -0.0534 -0.5663 -1.3216  -0.6073
C: -0.7776 -1.6536 -1.9640  -0.2184
C: -0.1068 -2.9846 -1.4980  -0.0386
C: -0.9573 -3.8043 -0.4981  -0.4242
C: -1.7905 -2.9652 0.4278  -0.0768
C: -1.2293 -2.2678 1.4882  -0.1346
C: -2.0052 -1.4718 2.3105  -0.2988
C: -3.3726 -1.3630 2.0896  0.3078
O: -4.1767 -0.5941 2.8701  -0.6670
C: -3.9496 -2.0673 1.0382  -0.2735
C: -3.1618 -2.8507 0.2203  -0.1874
N: 1.1240 -2.4563 -0.9593  -0.4581
C: 2.1196 -2.9621 -0.0565  -0.1974
C: 2.9589 -1.6861 0.1915  -0.0135
C: 4.1403 -1.6356 -0.8022  -0.4256
C: 5.0732 -0.4800 -0.5787  -0.0884
C: 5.1731 0.5520 -1.5011  -0.1773
C: 6.0267 1.6184 -1.2865  -0.2896
C: 6.8036 1.6692 -0.1358  0.3020
O: 7.6550 2.6961 0.1220  -0.6615
C: 6.7199 0.6333 0.7904  -0.2800
C: 5.8661 -0.4261 0.5639  -0.1404
N: 0.0260 1.6662 0.3490  -0.6761
C: -0.7443 2.7591 0.5019  0.6988
O: -0.4376 3.7009 1.2099  -0.6573
C: -2.0567 2.6730 -0.2575  -0.5014
C: -3.0186 1.7954 0.5489  -0.3755
C: -4.3741 1.5195 -0.1122  -0.2183
C: -4.2409 0.6787 -1.3817  -0.4053
C: -5.6201 0.3223 -1.9287  -0.3922
C: -6.4208 1.5875 -2.2227  -0.3948
C: -6.5401 2.4469 -0.9676  -0.3917
C: -5.1561 2.7947 -0.4260  -0.4001
H: 0.4157 1.3593 2.9896  0.2246
H: 0.7118 -0.2000 2.2057  0.1988
H: 2.0618 0.7221 2.8919  0.2017
H: 1.6668 2.5285 1.2270  0.2276
H: 3.2859 0.8546 0.5861  0.2242
H: 2.3184 1.2778 -0.8434  0.2084
H: -0.7031 -1.5377 -3.0501  0.1919
H: -1.8320 -1.6031 -1.6879  0.2050
H: 0.1234 -3.6320 -2.3535  0.1964
H: -0.2832 -4.4477 0.0735  0.2118
H: -1.6175 -4.4494 -1.0804  0.2172
H: -0.1704 -2.3482 1.6855  0.1942
H: -1.5503 -0.9303 3.1296  0.2117
H: -3.6467 -0.1211 3.5227  0.4829
H: -5.0122 -1.9841 0.8766  0.2263
H: -3.6232 -3.3884 -0.5960  0.2110
H: 1.6891 -3.3441 0.8820  0.1806
H: 2.7069 -3.7616 -0.5162  0.2031
H: 3.3394 -1.6343 1.2168  0.2051
H: 4.7013 -2.5675 -0.6928  0.2153
H: 3.7319 -1.5973 -1.8138  0.2190
H: 4.5749 0.5263 -2.4002  0.2139
H: 6.0917 2.4155 -2.0152  0.2099
H: 7.6119 3.3463 -0.5896  0.4809
H: 7.3346 0.6781 1.6750  0.2255
H: 5.8173 -1.2287 1.2859  0.2001
H: -0.2451 0.9157 -0.2898  0.4426
H: -2.4594 3.6794 -0.3651  0.2242
H: -1.8785 2.2370 -1.2397  0.2136
H: -2.5307 0.8352 0.7355  0.2099
H: -3.1924 2.2783 1.5141  0.2043
H: -4.9578 0.9372 0.6113  0.2034
H: -3.6805 -0.2318 -1.1593  0.2102
H: -3.6899 1.2364 -2.1409  0.1942
H: -5.5181 -0.2736 -2.8388  0.2021
H: -6.1566 -0.2811 -1.1925  0.1893
H: -7.4151 1.3234 -2.5901  0.2039
H: -5.9163 2.1596 -3.0050  0.1916
H: -7.0920 3.3618 -1.1951  0.2041
H: -7.1006 1.8993 -0.2060  0.1920
H: -5.2512 3.4032 0.4759  0.2068
H: -4.6194 3.3806 -1.1742  0.1939

Its energy is -1651.28592 hartree. Its SMILES is C[C@@H](CN1C2=NC[C@H](Cc3ccc(O)cc3)N2C[C@H]1Cc1ccc(O)cc1)NC(=O)CCC1CCCCC1. For the LUMO energy, the calculation gives 0.6 eV. The value obtained for the orbital gap is 8.83 eV.

=====

Below is a structure of composition C4H6BiO3 in a non-equilibrium geometry, with properties calculated with ωB97M-V with the def2-TZVPD basis set.

Last column: natural (NBO) charge in e.
Geometry (Å):
O: 1.7124 1.2005 -0.9055  -0.7760
C: 1.5424 -0.0309 -1.1226  0.2986
O: 1.8567 -0.3996 1.0922  -0.8544
C: 0.8640 -1.3421 0.7841  -0.1109
C: 0.0540 -0.6471 -0.3272  -0.1262
O: -0.6246 0.4394 0.3709  -0.6195
C: -1.6525 1.0307 -0.3961  -0.2638
Bi: 1.1155 1.4781 1.1315  1.2686
H: 0.2413 -1.7410 1.6083  0.1748
H: 1.3357 -2.2371 0.3318  0.2023
H: -0.6712 -1.3290 -0.7979  0.2106
H: -1.8295 2.0393 -0.0019  0.1977
H: -1.3681 1.1010 -1.4579  0.2010
H: -2.5760 0.4376 -0.3096  0.1972

Its energy is -596.12236 hartree. As for the multiplicity: 2. For the LUMO energy (spin up / spin down), the calculation gives -0.1 / -0.1 eV. The value obtained for the orbital gap (spin up / spin down) is 5.94 / 7.28 eV.

=====

Below is the molecule ClH4PSi in a non-equilibrium geometry, with properties calculated with ωB97M-V with the def2-TZVPD basis set.

Last column: natural (NBO) charge in e.
Geometry (Å):
P: 0.5270 1.5923 0.1540  -0.1497
Si: -1.2220 -0.3590 0.2551  0.8566
Cl: -2.9935 0.4160 -0.0766  -0.3690
H: 1.6690 0.5858 0.3516  0.0101
H: 0.5525 1.1902 -1.3081  0.0074
H: -1.1723 -1.6688 -0.4097  -0.1526
H: -1.2799 -0.5887 1.6238  -0.2028

Its energy is -1093.41183 hartree. Its SMILES is P[SiH2]Cl. For the LUMO energy, the calculation gives 0.2 eV. The value obtained for the orbital gap is 9.76 eV.

=====

Below is a cluster of 8 separate species, C38H71N12O in total, with properties calculated with ωB97M-V with the def2-TZVPD basis set.

Last column: Löwdin charge in e.
Geometry (Å):
C: 4.7855 0.5337 2.5414  -0.1080
C: 3.3732 -0.0559 2.5819  -0.2695
C: 2.5539 0.1846 1.3036  -0.2209
C: 1.5056 -0.9231 1.0929  -0.1853
C: 0.3471 -0.5062 0.1531  -0.1076
C: -0.7200 0.2028 0.8866  -0.2692
N: -0.6303 1.4214 1.4057  0.2429
C: -1.8154 1.6510 1.9883  -0.2985
N: -2.1259 2.7617 2.6343  -0.1069
O: -3.3706 2.8625 3.2316  0.0672
C: -1.2266 3.8978 2.7804  -0.1243
C: -0.3149 3.8093 4.0125  -0.1716
C: 1.0007 4.5820 3.8361  -0.2837
N: 2.0999 4.1390 4.6993  -0.0013
N: -2.6460 0.6057 1.8260  0.1661
N: -1.9237 -0.3233 1.1259  0.1412
H: 5.3991 0.0663 3.3227  0.0650
H: 5.2698 0.3354 1.5798  0.0703
H: 4.7940 1.6110 2.7394  0.0690
H: 2.8285 0.3638 3.4395  0.1037
H: 3.4476 -1.1421 2.7275  0.0739
H: 2.0772 1.1709 1.3192  0.0997
H: 3.2253 0.1574 0.4381  0.0948
H: 1.1372 -1.3111 2.0505  0.1099
H: 2.0014 -1.7690 0.6040  0.1072
H: 0.7501 0.1978 -0.5864  0.0831
H: -0.0624 -1.3658 -0.3852  0.1240
H: -3.3781 2.2491 3.9855  0.1296
H: -1.8815 4.7743 2.8257  0.1391
H: -0.6384 3.9649 1.8611  0.1221
H: -0.0802 2.7544 4.2050  0.1100
H: -0.8578 4.1956 4.8849  0.1170
H: 0.8254 5.6505 4.0148  0.1121
H: 1.3253 4.4898 2.7934  0.1108
H: 1.7521 3.6473 5.5164  0.0643
H: 2.6855 3.4747 4.2039  0.0562
H: -3.6125 0.4850 2.1055  0.1264
H: -2.3052 -1.2123 0.8364  0.1772
C: -0.3998 -0.5766 -4.2633  -0.1089
C: -0.2940 0.9374 -4.3732  -0.2684
C: 1.1616 1.4233 -4.3653  -0.1706
C: 1.8356 1.0655 -3.1196  -0.2029
N: 2.3511 0.8060 -2.1241  0.1696
H: 0.0042 -0.9503 -3.3188  0.0649
H: -1.4432 -0.8916 -4.3257  0.0529
H: 0.1486 -1.0384 -5.0816  0.0391
H: -0.8403 1.4186 -3.5572  0.0872
H: -0.7572 1.2691 -5.3015  0.0866
H: 1.2084 2.5085 -4.4709  0.1204
H: 1.7160 0.9819 -5.1960  0.1195
C: -6.6524 -3.5836 3.8656  -0.0990
C: -5.1586 -3.3730 3.6590  -0.2508
C: -4.7442 -1.9005 3.8053  -0.1906
C: -5.4176 -1.0494 2.8203  -0.2439
N: -5.9412 -0.4086 2.0191  0.1732
H: -7.2372 -3.0513 3.1141  0.0749
H: -6.9007 -4.6406 3.7876  0.0796
H: -6.9677 -3.2367 4.8511  0.0810
H: -4.8642 -3.7316 2.6709  0.1140
H: -4.5930 -3.9517 4.3901  0.1127
H: -3.6649 -1.7909 3.6737  0.1060
H: -4.9970 -1.5295 4.8006  0.1251
C: 3.8979 -2.6478 5.7564  -0.1020
C: 3.4836 -4.1139 5.7905  -0.2528
C: 3.9506 -4.8868 4.5511  -0.1815
C: 3.3833 -4.3396 3.3196  -0.2238
N: 2.9398 -3.9077 2.3501  0.1539
H: 3.4441 -2.1283 4.9099  0.0501
H: 3.5851 -2.1373 6.6673  0.0738
H: 4.9819 -2.5506 5.6722  0.0777
H: 2.3984 -4.1964 5.8789  0.1087
H: 3.9130 -4.5981 6.6681  0.1108
H: 3.6649 -5.9374 4.6150  0.1211
H: 5.0395 -4.8446 4.4660  0.1077
C: -2.2315 6.5163 -4.1303  -0.1042
C: -3.0887 5.8325 -3.0733  -0.2565
C: -2.6885 4.3694 -2.8432  -0.1934
C: -2.8294 3.5638 -4.0557  -0.2395
N: -2.9329 2.9309 -5.0101  0.1640
H: -2.3422 6.0333 -5.1019  0.0732
H: -2.5223 7.5596 -4.2440  0.0762
H: -1.1746 6.4912 -3.8576  0.0779
H: -4.1403 5.8725 -3.3618  0.1140
H: -2.9998 6.3603 -2.1224  0.1083
H: -3.3073 3.9154 -2.0658  0.1121
H: -1.6467 4.3066 -2.5184  0.1183
C: 8.9592 -0.6975 2.4605  -0.1035
C: 9.0060 -1.8894 1.5138  -0.2545
C: 7.8651 -2.8872 1.7515  -0.1898
C: 7.8906 -3.4531 3.0992  -0.2378
N: 7.9185 -3.9048 4.1566  0.1451
H: 9.0816 -1.0067 3.4995  0.0739
H: 9.7562 0.0088 2.2304  0.0746
H: 8.0087 -0.1661 2.3753  0.0612
H: 9.9623 -2.4055 1.6121  0.1129
H: 8.9357 -1.5464 0.4804  0.1086
H: 7.9201 -3.7143 1.0424  0.1196
H: 6.8974 -2.3992 1.6136  0.1130
C: -4.1472 0.0043 -1.2139  -0.1188
C: -3.9790 -0.3210 -2.6935  -0.2457
C: -5.0092 -1.3571 -3.1582  -0.1729
C: -4.8646 -2.5928 -2.3885  -0.2409
N: -4.7504 -3.5640 -1.7840  0.1469
H: -4.0247 -0.8978 -0.6084  0.0454
H: -3.4094 0.7423 -0.8906  0.0560
H: -5.1378 0.4080 -0.9992  0.0815
H: -2.9765 -0.7127 -2.8794  0.0868
H: -4.0818 0.5798 -3.2987  0.1020
H: -4.8848 -1.5893 -4.2161  0.1191
H: -6.0249 -0.9835 -3.0160  0.1257
C: -2.8263 -2.4313 -8.1190  -0.1068
C: -2.8101 -0.9549 -8.4941  -0.2571
C: -1.4681 -0.5059 -9.0860  -0.1823
C: -0.3688 -0.6915 -8.1411  -0.2089
N: 0.4912 -0.8239 -7.3896  0.1657
H: -2.0860 -2.6519 -7.3481  0.0684
H: -3.8039 -2.7198 -7.7338  0.0707
H: -2.6093 -3.0603 -8.9839  0.0795
H: -3.0331 -0.3429 -7.6177  0.1055
H: -3.5876 -0.7490 -9.2309  0.1097
H: -1.4987 0.5501 -9.3578  0.1207
H: -1.2352 -1.0737 -9.9890  0.1242

The charge is +1. Its energy is -2222.54014 hartree. For the LUMO energy, the calculation gives -2.5 eV. The value obtained for the orbital gap is 9.04 eV.

=====

energy of number 3 (C4H6BiO3)?
-596.12236 hartree

=====

Look up the energy of the fourth one.
-1093.41183 hartree

=====

Which value of energy does entry 2 give?
-1651.28592 hartree